# 1
{
  "formula": "C40H40BrEuN9",
  "method": "wB97M-V/def2-TZVPD",
  "elements": ["Eu", "C", "C", "N", "C", "C", "C", "C", "C", "C", "C", "N", "C", "C", "C", "C", "C", "C", "C", "C", "N", "C", "H", "H", "H", "H", "H", "H", "H", "H", "H", "H", "H", "H", "C", "N", "C", "C", "C", "C", "C", "N", "C", "C", "C", "C", "C", "C", "H", "H", "H", "H", "H", "H", "H", "H", "H", "H", "H", "C", "N", "C", "C", "N", "N", "C", "C", "H", "H", "H", "H", "H", "H", "H", "H", "H", "H", "H", "H", "H", "Br", "C", "C", "C", "C", "N", "C", "H", "H", "H", "H"],
  "coordinates": [[0.46998, 0.19019, -0.33703], [3.60947, 3.15773, 1.14680], [2.75856, 2.50725, 0.24617], [1.50458, 2.20665, 0.52177], [0.98415, 2.55897, 1.73071], [1.76022, 3.26014, 2.68757], [3.10676, 3.53198, 2.36215], [1.17767, 3.68015, 3.89986], [-0.16082, 3.48281, 4.09278], [-0.93806, 2.77355, 3.16554], [-0.38538, 2.19821, 2.02700], [-0.98209, 1.34656, 1.12916], [-2.18614, 0.71617, 1.29500], [-2.93003, 0.56095, 2.46366], [-4.21171, -0.00244, 2.46278], [-4.79531, -0.46014, 1.31185], [-4.04469, -0.45564, 0.12147], [-4.52921, -1.01005, -1.08324], [-3.73094, -1.04088, -2.19418], [-2.42393, -0.55042, -2.09105], [-1.93484, -0.01760, -0.99139], [-2.72907, 0.08205, 0.11108], [4.63446, 3.36132, 0.87151], [3.11671, 2.22998, -0.74003], [3.72161, 4.05842, 3.08220], [1.78666, 4.18732, 4.63705], [-0.63391, 3.85319, 4.99316], [-1.99495, 2.67935, 3.35412], [-2.50466, 0.85903, 3.40820], [-4.75800, -0.05583, 3.39588], [-5.80198, -0.85756, 1.30197], [-5.53049, -1.42327, -1.10084], [-4.08047, -1.45690, -3.12887], [-1.74708, -0.60852, -2.93831], [1.38649, -0.41835, 3.17693], [1.67180, -0.49889, 1.75247], [2.96351, -0.62713, 1.43460], [3.43085, -0.69999, 0.11164], [4.80793, -0.84142, -0.31678], [4.79312, -0.89099, -1.68706], [3.43653, -0.77396, -2.07504], [2.59442, -0.65242, -1.00356], [1.04225, -1.75877, 3.79303], [0.21218, -2.65259, 3.12784], [-0.12708, -3.86539, 3.70582], [0.35689, -4.19514, 4.96396], [1.18615, -3.30912, 5.63469], [1.52882, -2.09818, 5.04941], [0.54384, 0.26238, 3.32388], [2.24604, 0.00063, 3.71045], [3.72884, -0.67721, 2.20916], [5.66404, -0.90999, 0.33449], [5.64186, -0.99412, -2.34352], [3.04872, -0.80374, -3.08524], [-0.15959, -2.38611, 2.14851], [-0.77212, -4.55685, 3.17665], [0.08792, -5.13911, 5.41972], [1.57057, -3.56176, 6.61435], [2.18098, -1.40854, 5.57331], [-2.51660, 2.40924, -3.96813], [-1.27003, 2.44103, -3.22360], [-1.32732, 3.18038, -1.97118], [-0.18971, 1.68870, -3.55092], [0.60693, 1.23646, -2.61003], [0.00297, 1.42184, -4.87719], [0.89702, 0.35220, -5.28256], [-0.21112, 2.41880, -5.91893], [-3.33927, 2.24727, -3.26783], [-2.51538, 1.59238, -4.68609], [-2.70671, 3.34819, -4.49368], [-1.62123, 4.21097, -2.18361], [-0.35420, 3.18082, -1.49029], [-2.05758, 2.74643, -1.28674], [1.50736, 0.98358, -3.00073], [0.85410, -0.47265, -4.57386], [1.93286, 0.69653, -5.38009], [0.57138, -0.01864, -6.25430], [-0.65578, 3.31893, -5.51014], [-0.85278, 2.02109, -6.70701], [0.74905, 2.69193, -6.36490], [1.37741, -5.54615, -2.67210], [0.24085, -4.52125, -1.56565], [-0.87895, -5.08622, -0.98030], [-1.67564, -4.27195, -0.19127], [-1.32304, -2.94599, -0.02003], [-0.23671, -2.40210, -0.57979], [0.52992, -3.18532, -1.33998], [-1.11716, -6.13068, -1.12773], [-2.56612, -4.65753, 0.28548], [-1.93421, -2.29714, 0.59630], [1.41766, -2.73713, -1.76733]],
  "mulliken_spin": [4.004, -0.004, 0.002, 0.009, -0.024, 0.005, 0.011, -0.003, 0.007, 0.000, 0.023, -0.017, 0.003, -0.001, 0.000, 0.000, 0.010, -0.003, 0.003, 0.004, -0.020, -0.008, 0.000, 0.011, 0.002, 0.000, 0.000, 0.002, 0.001, 0.000, 0.000, 0.000, 0.000, 0.000, -0.077, 0.439, 0.462, 0.150, 0.264, -0.012, 0.477, 0.094, 0.084, 0.007, 0.002, -0.001, 0.003, -0.002, 0.000, 0.014, 0.048, 0.003, 0.002, 0.061, -0.023, 0.000, 0.000, 0.000, 0.000, 0.000, 0.002, 0.001, -0.009, -0.002, 0.001, -0.003, 0.000, 0.000, 0.000, 0.000, 0.000, 0.000, 0.000, -0.003, 0.002, 0.001, 0.000, 0.000, 0.000, 0.000, 0.001, -0.003, 0.000, 0.002, 0.002, 0.010, -0.018, 0.000, 0.000, -0.001, 0.003],
  "homo_energy_ha": [-0.273, -0.339],
  "homo_lumo_gap_ev": [4.936, 4.919],
  "total_charge": 1,
  "lumo_energy_ev": [-2.50, -4.29],
  "multiplicity": 7
}

=====

# 2
{
  "formula": "C40H40Cl3KN4O7STe",
  "method": "wB97M-V/def2-TZVPD",
  "elements": ["K", "C", "O", "C", "C", "C", "C", "C", "C", "O", "C", "O", "C", "H", "H", "H", "H", "H", "H", "H", "H", "H", "C", "C", "C", "C", "C", "C", "C", "S", "O", "O", "N", "C", "C", "C", "C", "C", "N", "H", "H", "H", "H", "H", "H", "H", "H", "H", "H", "H", "C", "Te", "C", "H", "H", "H", "H", "H", "H", "Cl", "C", "Cl", "Cl", "C", "N", "C", "C", "C", "C", "C", "C", "N", "C", "C", "C", "C", "C", "C", "C", "O", "O", "C", "C", "H", "H", "H", "H", "H", "H", "H", "H", "H", "H", "H", "H", "H", "H"],
  "coordinates": [[-0.71646, 0.16753, -0.41877], [1.69959, -4.56483, -4.87734], [2.39846, -5.15630, -3.80654], [2.13886, -4.65469, -2.54904], [2.84679, -5.27943, -1.50440], [2.63996, -4.81301, -0.22629], [1.74880, -3.77775, 0.08939], [1.54029, -3.39620, 1.49306], [2.71956, -3.48042, 2.45452], [0.48770, -2.96657, 1.93998], [1.02670, -3.12199, -0.97746], [0.24852, -2.14957, -0.81782], [1.27142, -3.62525, -2.30859], [2.01341, -5.09174, -5.77746], [1.94003, -3.50236, -4.97856], [0.61723, -4.66316, -4.75415], [3.51896, -6.09818, -1.72158], [3.17364, -5.30575, 0.57860], [3.47534, -4.21565, 2.18845], [2.34444, -3.66718, 3.46022], [3.19877, -2.49798, 2.44800], [0.72720, -3.12104, -3.09464], [3.83064, 4.93641, 6.02151], [2.58894, 4.28934, 5.46769], [2.62285, 3.62073, 4.24450], [1.48351, 3.04201, 3.71237], [0.28458, 3.11986, 4.40898], [0.22849, 3.78354, 5.62146], [1.37873, 4.36301, 6.14504], [-1.16914, 2.26952, 3.82743], [-2.30044, 2.88975, 4.50168], [-0.95619, 0.87380, 4.19764], [-1.06902, 2.53484, 2.29413], [-2.10530, 2.25473, 1.45671], [-3.23644, 1.48360, 1.81696], [-4.23822, 1.27856, 0.89627], [-4.12763, 1.81057, -0.38318], [-2.97430, 2.51919, -0.66579], [-1.98534, 2.73711, 0.19948], [4.69621, 4.27850, 5.92544], [3.70921, 5.18408, 7.07686], [4.06491, 5.86151, 5.48857], [3.55785, 3.54837, 3.69906], [1.51038, 2.52851, 2.76141], [-0.71730, 3.83750, 6.14463], [1.32964, 4.88008, 7.09804], [-3.30865, 1.06598, 2.81145], [-5.10674, 0.69265, 1.17837], [-4.88634, 1.66908, -1.14108], [-2.83139, 2.94765, -1.65509], [-4.22111, -2.25192, -0.32493], [-2.42762, -2.54063, 0.80367], [-3.42769, -2.35835, 2.68795], [-4.75173, -1.38247, 0.05876], [-4.85895, -3.13323, -0.29298], [-3.91643, -2.04194, -1.34985], [-3.97747, -3.26175, 2.94394], [-4.10100, -1.50311, 2.64523], [-2.66581, -2.16100, 3.44065], [3.28918, -1.54101, 5.77178], [1.80366, -0.63269, 5.32746], [0.42987, -1.72124, 5.38763], [1.62769, 0.71138, 6.46349], [2.01897, -0.12269, 3.96866], [2.38434, 0.18985, 2.92758], [-3.91791, 5.97239, -4.69646], [-4.54158, 4.60325, -4.57716], [-5.91368, 4.52098, -4.36864], [-6.53018, 3.29267, -4.18926], [-5.77294, 2.14031, -4.25124], [-4.39532, 2.19401, -4.47486], [-3.71770, 0.95317, -4.46362], [-2.63476, 0.64240, -5.30034], [-2.76621, 0.74848, -6.68598], [-1.72422, 0.37658, -7.51899], [-0.54142, -0.12014, -6.98070], [-0.40357, -0.20204, -5.60281], [-1.43411, 0.17816, -4.75272], [-1.22331, 0.20887, -3.24578], [-2.22142, -0.10105, -2.53593], [-0.10842, 0.59696, -2.85465], [-3.75804, 3.43854, -4.62358], [-2.25873, 3.52925, -4.74088], [-4.67889, 6.74296, -4.57144], [-3.44113, 6.12360, -5.66814], [-3.15484, 6.13518, -3.93390], [-6.49606, 5.43414, -4.31951], [-7.59693, 3.23429, -4.00975], [-6.22298, 1.16262, -4.13218], [-3.56598, 0.56078, -3.52984], [-3.69783, 1.12639, -7.09263], [-1.83902, 0.46271, -8.59373], [0.27129, -0.42273, -7.63008], [0.52645, -0.52611, -5.15118], [-1.89385, 3.12504, -5.68621], [-1.76483, 2.95932, -3.95030], [-1.91617, 4.55791, -4.66537]],
  "lowdin_charge": [0.731, -0.114, -0.106, -0.303, -0.063, -0.074, -0.104, -0.408, -0.028, -0.040, -0.392, -0.228, 0.045, 0.080, 0.088, 0.092, 0.090, 0.089, 0.052, 0.059, 0.069, 0.102, -0.067, -0.299, -0.050, -0.088, -0.293, -0.082, -0.070, 0.549, -0.345, -0.374, -0.105, -0.454, -0.044, -0.103, -0.093, -0.183, 0.071, 0.073, 0.066, 0.075, 0.112, 0.091, 0.107, 0.101, 0.092, 0.097, 0.090, 0.098, -0.458, 1.267, -0.454, -0.028, -0.018, -0.014, -0.019, -0.019, -0.014, 0.568, -1.575, 0.655, 0.659, -0.383, 0.234, -0.065, -0.234, -0.078, -0.103, -0.040, -0.207, 0.094, -0.230, -0.046, -0.116, -0.111, -0.027, -0.072, -0.666, -0.120, -0.084, -0.151, -0.009, 0.065, 0.080, 0.078, 0.095, 0.092, 0.108, 0.105, 0.110, 0.087, 0.086, 0.113, 0.084, 0.089, 0.062],
  "homo_energy_ha": -0.082,
  "homo_lumo_gap_ev": 5.973,
  "total_charge": -2,
  "lumo_energy_ev": 3.74
}

=====

# 3
{
  "formula": "C40H40ClIN2OP3RuSe2",
  "method": "wB97M-V/def2-TZVPD",
  "elements": ["Ru", "Se", "P", "Se", "C", "C", "C", "C", "C", "C", "C", "C", "C", "C", "C", "C", "H", "H", "H", "H", "H", "H", "H", "H", "H", "H", "Cl", "C", "C", "C", "I", "C", "O", "C", "N", "C", "C", "C", "C", "H", "H", "H", "H", "C", "P", "C", "C", "C", "P", "C", "C", "H", "H", "H", "H", "H", "H", "H", "H", "H", "H", "H", "H", "H", "H", "H", "H", "N", "C", "C", "C", "C", "C", "C", "C", "C", "C", "C", "C", "C", "C", "H", "H", "H", "H", "H", "H", "H", "H", "H", "H"],
  "coordinates": [[0.35409, 0.16673, 0.16703], [-1.69795, 0.24607, 2.28187], [-2.58197, -1.44970, 1.27883], [-1.32733, -2.18014, -0.33544], [-2.97744, -2.78535, 2.45340], [-3.32365, -2.47569, 3.76440], [-3.66550, -3.48863, 4.64789], [-3.66142, -4.81092, 4.22580], [-3.31734, -5.12096, 2.91745], [-2.97527, -4.11072, 2.03090], [-4.24121, -1.01728, 0.64309], [-4.83409, -1.82877, -0.32102], [-6.10298, -1.53132, -0.79295], [-6.78450, -0.42345, -0.30460], [-6.19468, 0.38540, 0.65547], [-4.92342, 0.09136, 1.12947], [-3.30485, -1.44326, 4.09251], [-3.92854, -3.24536, 5.66926], [-3.92194, -5.60076, 4.91860], [-3.30850, -6.15188, 2.58769], [-2.68144, -4.34912, 1.01560], [-4.28966, -2.67828, -0.71657], [-6.55829, -2.16137, -1.54617], [-7.77380, -0.18939, -0.67659], [-6.72028, 1.25333, 1.03245], [-4.44692, 0.73258, 1.86043], [-2.59553, 5.99040, -3.07972], [-1.49556, 4.86737, -2.33030], [-0.22701, 5.26718, -2.02884], [0.68344, 4.37792, -1.43249], [2.60149, 5.06610, -0.99954], [0.35966, 3.06243, -1.12265], [1.16902, 2.20437, -0.59960], [-1.00193, 2.66745, -1.43478], [-1.32983, 1.38499, -1.12108], [-2.52714, 0.94570, -1.42593], [-3.50904, 1.74806, -2.02896], [-3.21018, 3.04650, -2.32963], [-1.92107, 3.54620, -2.04316], [0.08359, 6.27771, -2.25552], [-2.73035, -0.09091, -1.20604], [-4.48238, 1.32481, -2.23707], [-3.94021, 3.69673, -2.79180], [1.06808, 2.80302, 2.69065], [1.79801, 1.30704, 1.95864], [3.44991, 1.85733, 1.44271], [2.18839, 0.22477, 3.38625], [2.68003, -1.12637, 2.83530], [1.32061, -1.87926, 1.84865], [0.40295, -2.78307, 3.14537], [2.12088, -3.26461, 0.97470], [1.72052, 3.24688, 3.44475], [0.10439, 2.56075, 3.14008], [0.90663, 3.52328, 1.88715], [3.97540, 2.34340, 2.26798], [3.33268, 2.54885, 0.61140], [4.03162, 1.00491, 1.09440], [1.27277, 0.08947, 3.96979], [2.93243, 0.69759, 4.03239], [2.99983, -1.79821, 3.63555], [3.53601, -0.97306, 2.17109], [1.07986, -3.41269, 3.72721], [-0.35095, -3.41267, 2.67200], [-0.11172, -2.08344, 3.80355], [2.71720, -3.88613, 1.64544], [2.73894, -2.88289, 0.16480], [1.32888, -3.86976, 0.53047], [1.84239, -0.59655, -1.00399], [2.58217, -0.18555, -1.93908], [3.98842, 0.21268, -1.61544], [4.83732, -0.67538, -0.96362], [6.10997, -0.27257, -0.58383], [6.52877, 1.02690, -0.83440], [5.68005, 1.91555, -1.48233], [4.41934, 1.50666, -1.88793], [2.11102, -0.04549, -3.34468], [0.75036, 0.09575, -3.61210], [0.30667, 0.23248, -4.91590], [1.21587, 0.21770, -5.96644], [2.57033, 0.06707, -5.70805], [3.01881, -0.05545, -4.40129], [4.49890, -1.68208, -0.75370], [6.77035, -0.97222, -0.08722], [7.51590, 1.34751, -0.52708], [5.99828, 2.93325, -1.67028], [3.74970, 2.20027, -2.38086], [0.04783, 0.10681, -2.78989], [-0.75064, 0.35689, -5.11300], [0.86815, 0.32742, -6.98567], [3.28145, 0.05129, -6.52380], [4.07711, -0.16415, -4.20146]],
  "mulliken_spin": [3.212, 0.131, 0.026, 0.158, -0.022, 0.010, 0.004, 0.000, 0.004, 0.005, -0.009, 0.007, 0.003, 0.000, 0.004, 0.005, -0.011, 0.000, 0.000, 0.000, -0.008, -0.013, 0.000, 0.000, 0.000, -0.007, 0.001, 0.009, -0.005, 0.026, 0.001, 0.001, 0.188, -0.053, 0.019, -0.010, -0.001, 0.005, 0.001, 0.000, 0.001, -0.001, 0.001, 0.005, 0.223, -0.006, 0.044, -0.013, 0.220, 0.021, 0.012, 0.002, 0.002, -0.002, 0.004, -0.002, 0.004, 0.000, 0.000, 0.002, 0.001, 0.003, -0.001, 0.002, 0.002, 0.003, -0.001, 0.683, -0.022, 0.064, 0.011, -0.004, 0.007, 0.000, 0.014, 0.017, 0.014, -0.009, 0.011, -0.004, 0.013, -0.002, 0.000, 0.000, 0.000, 0.002, -0.007, 0.000, 0.001, 0.000, 0.003],
  "homo_energy_ha": [-0.247, -0.266],
  "homo_lumo_gap_ev": [7.033, 6.583],
  "lumo_energy_ev": [0.32, -0.64],
  "multiplicity": 6
}